1.
DFT (wB97M-V/def2-TZVPD) results for a cluster of 4 separate species, C34H70BrClINO3 in total in a non-equilibrium geometry.

LUMO: -0.10 eV
Calculated total energy: -4949.61039 Eh
2S+1: 1
HOMO energy: -8.677 eV

Last column: Mulliken charge in e.
Positions of all 111 atoms, in Å:
C 8.371 -0.422 3.545  -0.10
C 8.138 0.779 3.643  -0.54
C 7.662 2.287 3.802  -0.25
O 6.696 2.492 2.765  -0.12
C 6.209 3.819 2.655  0.46
Cl 7.045 4.505 1.128  -0.20
Br 6.738 5.062 4.109  -0.06
C 4.652 3.848 2.300  -0.83
C 4.217 2.694 1.259  -0.98
C 2.638 2.407 1.272  0.00
C 2.337 1.091 2.127  -0.70
C 1.471 -0.001 1.363  0.92
C 1.342 -1.252 2.386  -0.56
C -0.131 -1.313 2.990  -0.19
O -0.136 -2.115 4.181  -0.40
C 0.192 -1.353 5.353  -0.54
N 3.716 3.867 3.431  -0.01
I 4.069 2.559 4.945  0.10
C 3.232 5.196 3.831  -0.27
O 2.283 5.146 4.923  -0.42
C 1.060 4.508 4.510  0.22
C 0.062 5.439 3.685  -0.28
C -0.950 4.450 2.922  -0.88
H 8.329 -1.528 3.748  0.35
H 8.612 2.897 3.698  0.36
H 7.229 2.323 4.857  0.28
H 4.492 4.823 1.724  0.53
H 4.439 3.126 0.226  0.34
H 4.728 1.707 1.436  0.35
H 2.021 3.302 1.596  0.00
H 2.305 2.186 0.199  0.57
H 3.259 0.567 2.517  0.49
H 1.764 1.439 3.056  -0.16
H 0.438 0.381 1.077  -0.10
H 2.005 -0.445 0.439  -0.62
H 2.040 -1.062 3.268  0.26
H 1.681 -2.226 1.916  0.32
H -0.823 -1.758 2.203  0.12
H -0.438 -0.227 3.182  0.20
H -0.118 -0.257 5.288  0.21
H -0.404 -1.794 6.219  0.25
H 1.297 -1.365 5.614  0.23
H 2.675 5.647 2.946  0.29
H 4.016 5.946 4.142  0.13
H 0.507 4.196 5.459  0.33
H 1.213 3.556 3.908  -0.37
H -0.565 5.999 4.443  0.34
H 0.597 6.138 2.959  0.24
H -1.216 3.644 3.684  0.23
H -0.394 3.918 2.076  0.14
H -1.880 4.979 2.554  0.37
C 3.576 -0.945 -1.900  -0.98
C 3.859 -1.167 -3.381  -0.56
C 2.618 -1.024 -4.263  -0.83
C 1.499 -2.032 -3.987  -0.14
C 1.899 -3.503 -4.108  -0.55
C 2.353 -3.892 -5.509  -1.23
H 2.881 -1.690 -1.504  0.23
H 4.503 -1.019 -1.325  0.36
H 3.152 0.049 -1.728  0.23
H 4.321 -2.148 -3.525  0.31
H 4.601 -0.430 -3.706  0.36
H 2.924 -1.096 -5.312  0.36
H 2.212 -0.013 -4.139  0.37
H 0.676 -1.830 -4.682  0.42
H 1.093 -1.860 -2.985  0.00
H 1.034 -4.118 -3.841  0.39
H 2.684 -3.747 -3.387  0.25
H 1.568 -3.693 -6.243  0.30
H 2.586 -4.959 -5.547  0.38
H 3.252 -3.348 -5.808  0.28
C -4.176 2.381 1.054  -1.04
C -4.197 2.235 -0.463  -0.59
C -4.480 0.806 -0.930  -0.57
C -3.441 -0.237 -0.512  -0.64
C -2.009 0.051 -0.966  0.35
C -1.850 0.084 -2.479  -1.31
H -3.377 1.789 1.506  0.18
H -4.009 3.425 1.329  0.33
H -5.128 2.065 1.489  0.31
H -3.252 2.594 -0.881  0.23
H -4.977 2.890 -0.864  0.43
H -4.578 0.807 -2.020  0.20
H -5.458 0.495 -0.542  0.48
H -3.751 -1.210 -0.909  0.17
H -3.449 -0.342 0.578  0.32
H -1.357 -0.733 -0.566  0.19
H -1.654 0.994 -0.539  0.07
H -2.162 -0.865 -2.925  0.17
H -0.802 0.251 -2.743  0.34
H -2.436 0.887 -2.931  0.38
C -7.484 -6.409 -3.183  -1.21
C -6.243 -5.724 -2.624  -0.46
C -6.499 -4.288 -2.163  -0.41
C -6.944 -3.318 -3.260  -0.67
C -5.986 -3.187 -4.444  -0.55
C -4.619 -2.640 -4.056  -0.89
H -7.856 -5.903 -4.077  0.28
H -7.254 -7.441 -3.459  0.38
H -8.286 -6.429 -2.440  0.29
H -5.441 -5.751 -3.367  0.23
H -5.884 -6.304 -1.767  0.39
H -5.590 -3.907 -1.685  0.11
H -7.265 -4.300 -1.379  0.40
H -7.087 -2.330 -2.808  0.34
H -7.927 -3.620 -3.636  0.33
H -6.435 -2.510 -5.178  0.36
H -5.866 -4.150 -4.949  0.28
H -4.711 -1.658 -3.584  0.07
H -3.991 -2.529 -4.944  0.44
H -4.097 -3.307 -3.365  0.29



2.
DFT (wB97M-V/def2-TZVPD) results for a cluster of 8 separate species, C32H74BIN9O8 in total.

LUMO: 1.70 eV
Calculated total energy: -2681.08166 Eh
Total charge: -1
2S+1: 1
HOMO energy: -2.158 eV

Last column: Mulliken charge in e.
Positions of all 125 atoms, in Å:
C 0.098 -1.056 1.946  -1.18
N -0.574 -0.650 0.732  0.27
C -1.907 -0.132 0.993  -0.94
B 0.267 0.221 -0.140  -0.99
O 1.247 -0.534 -0.813  -0.96
C 0.143 1.732 -0.267  2.62
C 1.456 2.368 -0.669  -1.39
C 2.490 2.429 0.475  0.05
C 2.275 3.740 1.172  -0.76
I 3.446 4.030 2.956  -0.05
C -0.980 2.179 -1.211  -2.30
C -2.162 3.064 -0.707  0.10
C -2.031 3.546 0.725  0.60
C -3.140 4.491 1.222  -0.89
C -4.520 4.370 0.578  -0.29
N -5.573 4.521 1.605  -0.52
H 0.714 -1.949 1.799  0.20
H -0.632 -1.289 2.724  0.41
H 0.752 -0.275 2.364  0.29
H -2.612 -0.965 1.092  0.40
H -1.984 0.468 1.908  0.33
H -2.249 0.487 0.171  -0.07
H 1.537 -0.015 -1.571  0.32
H 1.234 3.395 -0.989  0.46
H 1.997 1.924 -1.541  0.18
H 3.517 2.348 0.111  0.36
H 2.299 1.619 1.177  0.05
H 2.550 4.593 0.559  0.39
H 1.246 3.824 1.507  0.15
H -1.474 1.318 -1.681  0.33
H -0.525 2.725 -2.051  0.48
H -3.074 2.476 -0.808  -0.19
H -2.276 3.942 -1.355  0.40
H -1.943 2.683 1.382  -0.09
H -1.071 4.060 0.813  -0.27
H -2.808 5.529 1.153  0.27
H -3.289 4.301 2.288  0.39
H -4.597 3.414 0.068  0.08
H -4.681 5.166 -0.150  0.31
H -6.480 4.494 1.148  0.23
H -5.555 3.671 2.164  0.24
C 3.633 0.994 8.458  -1.45
C 3.405 1.286 6.986  0.74
O 2.795 0.501 6.279  -0.60
N 3.926 2.434 6.492  0.11
C 4.676 3.441 7.206  -0.95
H 3.161 0.041 8.675  0.30
H 4.696 0.928 8.692  0.41
H 3.194 1.767 9.090  0.45
H 3.777 2.598 5.503  -0.02
H 4.177 4.411 7.167  0.30
H 5.680 3.561 6.793  0.29
H 4.777 3.157 8.249  0.36
C -1.002 -3.371 -1.508  -1.00
C -1.908 -3.386 -2.716  0.73
O -3.062 -2.988 -2.688  -0.69
N -1.379 -3.871 -3.874  -0.11
C -0.041 -4.374 -4.113  -0.77
H -1.537 -2.937 -0.668  0.04
H -0.693 -4.386 -1.249  0.49
H -0.115 -2.759 -1.674  0.33
H -2.020 -3.850 -4.651  0.22
H 0.478 -3.783 -4.869  0.21
H -0.053 -5.408 -4.462  0.26
H 0.526 -4.320 -3.190  0.34
C 2.500 -7.414 -7.530  -1.61
C 1.257 -6.557 -7.541  0.88
O 0.947 -5.861 -6.590  -0.58
N 0.497 -6.562 -8.672  -0.16
C 0.717 -7.311 -9.888  -0.86
H 2.987 -7.308 -6.567  0.28
H 2.270 -8.467 -7.697  0.50
H 3.202 -7.109 -8.307  0.45
H -0.311 -5.963 -8.619  0.24
H 0.841 -6.652 -10.750  0.28
H -0.111 -7.991 -10.099  0.28
H 1.620 -7.904 -9.790  0.32
C -5.841 -0.383 -1.036  -1.36
C -5.867 0.243 0.341  0.86
O -4.875 0.756 0.819  -0.50
N -7.046 0.202 1.034  -0.21
C -8.304 -0.366 0.612  -0.94
H -4.833 -0.272 -1.426  0.23
H -6.086 -1.445 -0.997  0.41
H -6.550 0.104 -1.708  0.38
H -6.991 0.614 1.952  0.25
H -9.099 0.383 0.584  0.29
H -8.626 -1.176 1.270  0.29
H -8.195 -0.774 -0.388  0.34
C 7.523 -5.457 -7.340  -1.48
C 6.055 -5.830 -7.388  1.00
O 5.694 -6.995 -7.412  -0.62
N 5.153 -4.814 -7.382  -0.05
C 5.406 -3.390 -7.340  -0.92
H 8.092 -6.381 -7.343  0.30
H 7.810 -4.853 -8.201  0.36
H 7.758 -4.890 -6.439  0.37
H 4.190 -5.115 -7.378  0.07
H 4.979 -2.935 -6.446  0.29
H 4.987 -2.884 -8.212  0.29
H 6.476 -3.209 -7.331  0.35
C 6.302 -3.506 4.930  -1.29
C 5.986 -2.350 5.861  0.81
O 6.616 -2.185 6.900  -0.69
N 4.989 -1.524 5.494  0.08
C 4.140 -1.567 4.320  -0.93
H 7.121 -4.066 5.371  0.30
H 5.439 -4.159 4.804  0.34
H 6.594 -3.149 3.942  0.35
H 4.799 -0.776 6.143  0.05
H 4.242 -0.655 3.730  0.30
H 3.094 -1.650 4.608  0.27
H 4.408 -2.415 3.697  0.38
C -5.530 9.110 5.889  -1.18
C -6.731 8.911 4.985  0.72
O -7.807 9.434 5.236  -0.67
N -6.558 8.131 3.894  -0.11
C -5.361 7.436 3.449  -0.73
H -5.841 9.754 6.705  0.29
H -5.172 8.161 6.289  0.34
H -4.702 9.576 5.353  0.33
H -7.390 8.032 3.333  0.20
H -5.058 7.782 2.460  0.21
H -5.525 6.363 3.371  0.29
H -4.549 7.629 4.142  0.29



3.
DFT (wB97M-V/def2-TZVPD) results for the ion CH5N2S2 with charge +1 in a non-equilibrium geometry.

LUMO: -6.56 eV
Energy above the lowest of the compared OMol25 structures with the same formula, charge and spin: 316.5 kJ/mol
Calculated total energy: -946.63020 Eh
Total charge: +1
2S+1: 1
HOMO energy: -14.637 eV

Last column: natural (NBO) charge in e.
Positions of all 10 atoms, in Å:
C -0.994 0.109 1.129  0.36
N 0.228 -0.207 1.333  -0.62
N -1.535 0.276 -0.120  -0.77
S 2.352 -0.215 -1.805  -0.09
S 1.631 -0.070 0.401  0.65
H -1.656 0.304 1.971  0.24
H -2.474 0.502 -0.046  0.40
H -1.405 -0.326 -0.937  0.43
H 2.024 1.155 -2.100  0.19
H 1.829 -1.526 0.174  0.22



4.
DFT (wB97M-V/def2-TZVPD) results for the molecule C15H15N3O2S.

LUMO: 0.39 eV
Energy above the lowest of the compared OMol25 structures with the same formula, charge and spin: 89.9 kJ/mol
Calculated total energy: -1293.57442 Eh
2S+1: 1
HOMO energy: -8.779 eV

Last column: natural (NBO) charge in e.
Positions of all 36 atoms, in Å:
O 0.943 -3.330 0.168  -0.63
C 0.900 -2.394 -0.606  0.71
N -0.248 -2.004 -1.194  -0.44
C -0.421 -0.918 -2.140  -0.26
C -1.086 0.225 -1.423  0.04
C -0.639 1.534 -1.465  -0.24
C -1.269 2.501 -0.698  -0.22
C -2.329 2.154 0.121  -0.21
C -2.785 0.846 0.155  -0.20
C -2.174 -0.122 -0.625  -0.03
C -2.642 -1.544 -0.706  -0.44
C -1.476 -2.540 -0.628  -0.21
H -1.254 -2.792 0.412  0.23
H -1.741 -3.469 -1.147  0.20
H -3.160 -1.670 -1.662  0.21
H -3.357 -1.764 0.087  0.23
H -3.620 0.579 0.787  0.21
H -2.802 2.905 0.734  0.22
H -0.923 3.523 -0.726  0.22
H 0.199 1.796 -2.095  0.21
H 0.531 -0.619 -2.574  0.22
H -1.067 -1.283 -2.951  0.20
C 2.218 -1.755 -1.038  -0.61
H 2.997 -2.215 -0.430  0.26
H 2.419 -1.958 -2.092  0.25
S 2.396 0.050 -0.865  0.26
C 1.436 0.393 0.551  0.33
N 0.782 -0.558 1.127  -0.55
C 0.014 -0.227 2.190  0.08
C -0.113 1.037 2.659  -0.37
C 0.604 2.120 2.030  0.63
O 0.584 3.294 2.318  -0.61
N 1.408 1.679 0.962  -0.60
H 1.940 2.387 0.469  0.43
H -0.745 1.278 3.497  0.24
H -0.501 -1.066 2.637  0.21



5.
DFT (wB97M-V/def2-TZVPD) results for the molecule C9H22N2O2 in a non-equilibrium geometry.

LUMO: 0.98 eV
Energy above the lowest of the compared OMol25 structures with the same formula, charge and spin: 145.1 kJ/mol
Calculated total energy: -616.00354 Eh
2S+1: 1
HOMO energy: -8.617 eV

Last column: natural (NBO) charge in e.
Positions of all 35 atoms, in Å:
O 1.843 0.328 0.534  -0.55
O -1.953 0.511 0.219  -0.56
N 2.915 -1.745 -0.601  -0.85
N -4.741 -0.263 -0.552  -0.87
C 5.111 -0.666 -0.846  -0.62
C -4.398 0.074 1.748  -0.60
C 1.085 1.474 0.761  -0.05
C -0.879 0.520 -0.674  -0.05
C 2.993 0.504 -0.214  -0.07
C -2.575 -0.828 0.324  -0.07
C 0.074 1.757 -0.447  -0.45
C 3.803 -0.800 0.042  -0.06
C -4.134 -0.811 0.646  -0.08
H 1.921 -1.588 -0.416  0.38
H 3.158 -1.745 -1.582  0.35
H -4.805 -0.962 -1.273  0.36
H -4.506 0.663 -0.816  0.37
H 4.990 -1.184 -1.858  0.20
H 5.962 -1.171 -0.426  0.22
H 5.266 0.411 -1.013  0.21
H -4.099 1.163 1.455  0.22
H -3.716 -0.320 2.537  0.20
H -5.430 0.084 2.095  0.22
H 0.494 1.244 1.642  0.19
H 1.693 2.288 0.966  0.17
H -1.176 0.399 -1.679  0.16
H -0.326 -0.387 -0.410  0.16
H 2.878 0.533 -1.284  0.17
H 3.406 1.416 0.236  0.16
H -2.122 -1.360 1.156  0.16
H -2.406 -1.461 -0.551  0.17
H 0.579 2.020 -1.378  0.21
H -0.442 2.707 -0.212  0.22
H 4.072 -1.071 1.040  0.20
H -4.538 -1.730 0.834  0.20